DFT (the ωB97M-V functional and the def2-TZVPD basis) results for C29H49BrN2OP2Pb as an isolated structure.

Geometry as XYZ:
```
85
Properties=species:S:1:pos:R:3:forces:R:3
N -6.415 5.070 -4.834 -0.061 0.096 -0.197
C -6.140 5.626 -3.655 0.285 -0.248 0.263
C -5.080 5.210 -2.845 0.087 -0.428 -0.264
C -4.243 4.161 -3.304 -0.543 0.887 -0.910
C -4.545 3.605 -4.580 -0.008 0.225 0.432
C -5.639 4.089 -5.295 0.396 -0.092 0.487
C -3.168 3.631 -2.507 -0.261 -0.229 0.091
Pb -0.470 3.619 -1.690 1.583 2.308 1.180
P 5.326 -0.537 0.107 1.235 -0.596 0.201
C -2.149 2.822 -3.039 -0.561 -0.891 -0.756
C -1.618 1.683 -2.257 -0.622 -0.544 -0.295
C -0.429 1.020 -2.687 0.085 -0.533 0.399
C 0.360 0.322 -1.760 -0.295 -0.138 -0.343
C -0.101 0.182 -0.437 -0.381 1.241 0.524
C -1.305 0.759 -0.028 0.510 -0.818 0.036
C -2.073 1.503 -0.924 0.318 0.059 -0.346
Br 1.053 -0.393 0.983 -0.249 -0.162 -0.620
H -3.241 3.821 -1.421 -0.074 -0.448 -0.427
H -1.826 2.905 -4.084 -0.640 -0.267 0.257
H -4.925 5.673 -1.870 0.036 -0.092 -0.252
H -3.981 2.764 -4.981 -0.073 0.230 0.126
H -6.805 6.427 -3.323 0.204 -0.242 -0.131
H -5.889 3.645 -6.261 -0.046 0.239 0.274
H -0.171 1.063 -3.757 0.174 0.178 0.658
H -3.029 1.913 -0.601 0.308 -0.040 -0.105
H 1.326 -0.094 -2.057 -0.315 0.049 0.044
H -1.626 0.674 1.003 0.123 0.114 -0.039
P -0.350 -2.883 0.025 -1.164 -1.904 -0.676
C 4.512 1.082 0.319 -0.110 0.045 0.001
C 5.547 2.204 0.182 -0.228 0.212 0.052
H 4.054 1.085 1.317 0.023 0.133 -0.162
H 3.718 1.158 -0.433 -0.106 0.258 0.160
H 5.126 3.149 0.540 0.124 -0.012 -0.133
H 6.445 1.985 0.774 -0.237 0.035 -0.162
H 5.851 2.332 -0.864 0.018 -0.026 0.222
C 4.646 -1.214 -1.462 -0.122 0.264 -0.002
C 5.555 -2.292 -2.064 -0.188 -0.022 -0.178
H 4.555 -0.360 -2.149 -0.035 -0.210 0.029
H 3.641 -1.602 -1.240 -0.031 0.022 -0.317
H 5.236 -2.519 -3.087 0.068 -0.069 0.118
H 6.599 -1.962 -2.105 -0.257 -0.026 0.073
H 5.512 -3.223 -1.490 0.072 0.151 -0.018
C 4.475 -1.614 1.341 -0.113 -0.083 -0.050
C 5.329 -1.909 2.578 -0.199 -0.141 0.079
H 4.241 -2.553 0.818 -0.049 0.127 0.174
H 3.527 -1.125 1.615 0.206 -0.294 0.081
H 4.761 -2.542 3.274 0.189 0.181 -0.026
H 6.241 -2.456 2.306 -0.178 0.225 0.024
H 5.619 -0.988 3.099 -0.034 -0.213 -0.102
C -0.380 -4.157 1.338 0.592 0.520 0.751
C -1.483 -5.225 1.316 -0.252 -0.172 -0.124
H -0.455 -3.578 2.275 0.189 -0.381 -0.135
H 0.623 -4.620 1.312 -0.309 0.235 0.125
H -2.424 -4.846 1.734 0.319 -0.088 -0.230
H -1.679 -5.640 0.316 0.115 0.121 0.287
H -1.171 -6.055 1.963 -0.012 0.227 -0.210
C 0.636 -3.583 -1.346 0.690 0.456 0.030
C 0.151 -3.270 -2.766 -0.071 -0.152 -0.044
H 0.674 -4.670 -1.148 -0.016 0.350 -0.088
H 1.659 -3.186 -1.205 -0.233 -0.334 -0.045
H -0.829 -3.731 -2.947 0.264 0.238 -0.071
H 0.097 -2.190 -2.968 -0.058 -0.353 0.123
H 0.863 -3.701 -3.482 -0.208 0.098 0.177
C -2.081 -2.794 -0.571 0.305 0.849 -0.185
C -3.049 -2.373 0.537 -0.450 0.180 0.134
H -2.329 -3.768 -1.026 0.133 0.290 0.175
H -2.087 -2.034 -1.370 -0.012 -0.372 0.107
H -3.836 -1.738 0.113 0.098 -0.210 0.120
H -3.538 -3.236 1.004 0.175 0.310 -0.072
H -2.561 -1.775 1.321 -0.097 -0.232 -0.151
C -1.398 0.986 5.888 0.229 -0.049 0.352
N -1.392 1.216 4.453 0.482 0.440 -0.556
C -2.564 0.824 3.699 -0.228 -0.076 -0.145
C -0.426 1.931 3.793 -0.886 0.073 -0.140
C 0.859 2.217 4.534 0.121 0.206 -0.141
O -0.629 2.307 2.626 0.518 -0.539 0.525
H -2.423 0.732 6.176 0.328 0.125 0.100
H -1.091 1.896 6.427 -0.177 -0.428 -0.103
H -0.746 0.150 6.183 -0.131 0.249 -0.044
H -2.871 1.617 3.005 0.025 -0.131 0.285
H -2.382 -0.088 3.106 0.000 0.140 0.149
H -3.359 0.609 4.414 -0.054 0.043 -0.303
H 1.459 1.296 4.592 -0.184 0.254 0.074
H 1.415 2.966 3.962 -0.091 -0.203 0.137
H 0.703 2.596 5.553 0.020 -0.193 -0.338
```
Positions in Å, forces in eV/Å.

- Charge: +2
- Lowest unoccupied orbital energy (spin up / spin down): -7.0674 / -8.0450 eV
- Energy above the lowest of the compared OMol25 structures with the same formula, charge and spin: 0.0 kcal per mole


DFT (the ωB97M-V functional and the def2-TZVPD basis) results for C4H7N3O in the gas phase.

Geometry as XYZ:
```
15
Properties=species:S:1:pos:R:3:forces:R:3
C -0.709 -1.763 -1.289 1.705 -0.859 0.270
N -1.219 -0.457 -0.808 0.256 -1.885 -1.483
N -0.520 0.185 0.118 1.320 0.487 0.447
C 0.754 0.284 0.157 -1.931 2.231 1.917
C 1.689 -0.180 -0.775 2.412 -1.401 -3.051
N 2.347 -0.565 -1.666 -1.341 0.944 2.216
O 1.259 1.210 1.068 -0.097 0.029 0.143
C 0.223 1.974 1.776 -0.344 0.427 -0.975
H -0.282 -2.306 -0.417 0.133 0.377 -0.161
H -1.480 -2.501 -1.591 0.116 1.171 -0.454
H 0.170 -1.665 -2.011 -1.732 -0.156 0.648
H -2.103 -0.622 -0.413 -1.380 0.098 0.278
H -0.292 1.262 2.427 -0.360 0.208 -0.253
H -0.507 2.385 0.937 1.435 -0.528 2.173
H 0.670 2.761 2.486 -0.192 -1.142 -1.714
```
Positions in Å, forces in eV/Å.

- Lowest unoccupied orbital energy: 0.5517 eV
- SMILES: CN/N=C(\C#N)OC
- Energy above the lowest of the compared OMol25 structures with the same formula, charge and spin: 81.5 kcal per mole


DFT (the ωB97M-V functional and the def2-TZVPD basis) results for C5H9NO3 in the gas phase.

Geometry as XYZ:
```
18
Properties=species:S:1:pos:R:3:forces:R:3
O 3.532 0.373 2.366 -2.825 -0.670 -0.586
C 2.552 -0.209 1.950 2.236 1.609 -3.017
O 1.842 0.360 0.575 1.819 -2.825 1.399
C 2.296 -1.704 2.225 -0.957 0.265 -0.136
O 3.193 -2.273 3.121 -0.019 0.071 0.072
C 0.850 -1.619 2.732 0.304 -0.490 -1.058
C 0.595 -1.066 4.149 0.105 0.220 -0.050
C -0.173 0.090 3.477 -0.411 -0.071 -0.634
N 0.352 -0.344 2.156 -3.043 3.374 0.921
H 1.164 -0.392 0.483 2.146 1.574 -0.745
H 2.300 -2.236 1.256 0.170 0.226 0.123
H 4.026 -1.788 3.066 0.000 0.063 0.031
H 0.271 -2.514 2.477 0.010 0.066 0.125
H 0.021 -1.714 4.818 0.140 0.124 -0.235
H 1.500 -0.721 4.664 -0.153 -0.240 -0.268
H -1.263 -0.022 3.536 0.086 0.116 0.237
H 0.113 1.114 3.748 -0.069 -0.204 0.032
H 0.146 0.350 1.215 0.461 -3.210 3.789
```
Positions in Å, forces in eV/Å.

- Lowest unoccupied orbital energy: 0.5890 eV
- SMILES: O=C(O)[C@@H](O)[C@H]1CCN1
- Energy above the lowest of the compared OMol25 structures with the same formula, charge and spin: 127.0 kcal per mole


DFT (the ωB97M-V functional and the def2-TZVPD basis) results for C14H24AuN3O3 as an isolated structure.

Geometry as XYZ:
```
45
Properties=species:S:1:pos:R:3:forces:R:3
Au 0.406 -0.608 0.425 -1.258 0.901 -1.858
C 2.339 0.670 -4.547 -0.366 -0.056 0.125
N 2.051 -0.410 -3.552 0.517 -1.038 -0.530
C 2.853 -1.649 -3.732 -1.403 -0.846 -0.753
C 1.099 -0.395 -2.628 1.561 2.814 -0.107
O 0.997 -1.269 -1.748 -0.581 -0.359 0.921
C 0.271 0.945 -2.586 -1.145 -1.802 -0.772
O -0.507 0.802 -1.411 -0.343 -0.162 1.403
C -1.255 1.883 -0.809 0.317 0.096 0.730
C -2.373 1.304 0.112 -0.092 0.743 -1.291
O -2.606 0.091 -0.008 0.453 0.921 1.063
N -3.118 2.239 0.803 1.026 -2.647 -0.360
C -4.254 1.677 1.505 -0.495 -0.132 0.369
C -2.771 3.611 1.074 0.084 1.054 -0.554
H 2.748 1.592 -4.064 -0.343 -0.825 -0.281
H 1.392 0.901 -5.072 0.691 0.058 0.029
H 3.097 0.277 -5.267 -0.789 0.355 0.627
H 3.896 -1.451 -3.648 0.754 0.210 0.462
H 2.706 -2.061 -4.753 -0.083 0.554 0.390
H 2.486 -2.458 -3.080 0.426 0.680 0.033
H -0.418 0.784 -3.474 0.607 0.846 0.786
H 0.842 1.885 -2.644 -0.084 -0.522 0.042
H -1.729 2.570 -1.508 0.134 -0.218 -0.439
H -0.549 2.449 -0.205 0.056 0.370 0.051
H -4.169 1.753 2.599 0.447 -0.377 -0.213
H -4.356 0.650 1.133 -0.339 0.352 0.534
H -5.141 2.265 1.308 -0.256 0.011 -0.485
H -3.606 4.016 1.669 0.560 0.025 -0.284
H -2.715 4.190 0.125 -0.007 -0.212 0.643
H -1.825 3.749 1.631 -0.446 -0.225 -0.187
C 3.031 -2.259 1.326 1.220 0.483 0.604
C 1.902 -2.201 2.259 -0.421 0.158 0.660
C 1.697 -3.046 3.369 0.854 -0.248 1.555
C 0.536 -2.665 3.999 -0.636 0.049 1.172
C -0.007 -1.581 3.240 -1.174 -0.576 0.069
C -1.327 -0.936 3.389 -0.324 0.374 0.375
N 0.833 -1.305 2.227 1.533 -0.225 -1.468
H 3.286 -1.356 0.761 -0.435 0.121 0.295
H 2.832 -3.020 0.595 0.067 -0.726 -0.401
H 3.951 -2.523 1.915 -0.823 -0.031 -0.658
H 2.440 -3.683 3.876 -0.440 0.073 -0.887
H 0.114 -3.046 4.975 0.589 0.504 -1.407
H -1.949 -0.919 2.463 0.694 0.239 0.352
H -1.255 0.077 3.865 0.047 -0.648 -0.653
H -1.873 -1.541 4.095 -0.354 -0.118 0.299
```
Positions in Å, forces in eV/Å.

- Charge: +2
- 2S+1: 3
- Lowest unoccupied orbital energy (spin up / spin down): -6.2940 / -11.0757 eV
- Energy above the lowest of the compared OMol25 structures with the same formula, charge and spin: 0.0 kcal per mole


Q: Which value of energy above the lowest of the compared OMol25 structures with the same formula, charge and spin does entry 4 give?
A: 0.0 kcal per mole